[1]
Here is 2 unconnected molecules or ions with the total composition C4H11N2 in a non-equilibrium geometry from OMol25. Energies are from ωB97M-V/def2-TZVPD.

As for the net charge: +1. As for the gap between HOMO and LUMO: 6.028 eV. The value obtained for the lowest unoccupied orbital energy is -6.615 eV.

Each line ends with the natural charge from an NBO analysis.
Atoms and positions in Å:
C: 1.129 0.219 -0.150  0.40
C: 1.759 -0.839 0.510  -0.80
C: 1.802 1.512 -0.318  -0.74
C: -2.391 -1.200 -0.445  -0.47
N: -2.689 0.988 0.308  -0.26
N: -1.939 0.041 0.124  -0.18
H: 0.101 -0.001 -0.346  0.25
H: 2.760 -1.013 0.068  0.34
H: 1.320 -1.827 0.520  0.28
H: 2.236 -0.494 1.490  0.34
H: 2.373 1.351 -1.207  0.31
H: 0.988 2.208 -0.593  0.27
H: 2.322 1.747 0.680  0.29
H: -2.499 -1.826 0.392  0.24
H: -3.417 -1.197 -0.692  0.22
H: -1.708 -1.469 -1.151  0.21
H: -2.145 1.801 0.811  0.31


[2]
Here is 2 unconnected molecules or ions with the total composition C4H11N2 in a non-equilibrium geometry from OMol25. Energies are from ωB97M-V/def2-TZVPD.

As for the spin multiplicity: 3. As for the net charge: +1. As for the gap between HOMO and LUMO (alpha / beta): 6.138 / 9.210 eV. The value obtained for the lowest unoccupied orbital energy (alpha / beta) is -3.382 / -6.147 eV. As for the expectation value of S²: 2.01.

Each line ends with the Löwdin spin population.
Atoms and positions in Å:
C: 0.716 1.843 0.590  0.78
C: -1.860 -0.517 -0.044  0.14
C: 0.965 0.587 0.036  0.65
C: 2.147 -0.231 0.384  0.09
N: -0.116 0.178 -0.912  0.06
N: -2.069 -1.792 -0.249  0.09
H: 1.416 2.280 1.257  0.05
H: -0.078 2.510 0.344  0.05
H: -1.588 -0.199 1.016  0.01
H: -2.559 0.150 -0.544  0.01
H: 2.562 -0.761 -0.428  0.01
H: 1.764 -0.919 1.180  0.04
H: 2.880 0.524 0.744  0.00
H: 0.432 -0.206 -1.648  0.00
H: -0.480 1.095 -1.104  0.01
H: -2.673 -2.193 -0.969  0.00
H: -1.458 -2.350 0.345  0.00


[3]
Here is 2 unconnected molecules or ions with the total composition C4H11N2 in a non-equilibrium geometry from OMol25. Energies are from ωB97M-V/def2-TZVPD.

As for the spin multiplicity: 2. As for the net charge: +2. As for the gap between HOMO and LUMO (alpha / beta): 8.988 / 10.334 eV. The value obtained for the lowest unoccupied orbital energy (alpha / beta) is -9.550 / -11.165 eV. As for the expectation value of S²: 0.76.

Each line ends with the Löwdin spin population.
Atoms and positions in Å:
C: 0.344 -2.073 -0.150  0.08
C: 0.623 -0.658 -0.488  0.44
C: 1.559 0.110 0.236  0.12
N: 1.878 1.356 -0.007  0.23
H: 0.094 -2.182 0.909  0.01
H: -0.444 -2.526 -0.748  0.00
H: 1.248 -2.675 -0.328  0.04
H: 0.431 -0.354 -1.517  0.01
H: 2.205 -0.390 0.956  0.00
H: 2.464 1.833 0.674  0.00
H: 1.296 1.970 -0.566  0.00
C: -2.028 -0.056 0.091  0.01
N: -2.150 1.197 0.292  0.03
H: -2.145 -0.479 -0.902  0.00
H: -1.921 -0.747 0.920  0.00
H: -1.832 1.585 1.178  0.00
H: -2.224 1.869 -0.470  0.00


For reference, ΔE to the lowest compared entry with this formula, charge and spin by record: 559.8; 160.0; 89.9 kJ/mol.
For reference, E_tot by record: -268.09168; -268.06840; -267.79078 Eh.